Record 1
{"formula": "C13H17N", "method": "the ωB97M-V functional and the def2-TZVPD basis", "de_lowest_ev": 2.193, "charge": 0, "spin_multiplicity": 1, "homo_energy_ev": -8.476, "smiles": "CC=C=CCN(C)Cc1ccccc1", "total_energy_ha": -560.2443, "species": ["N", "C", "C", "C", "C", "C", "C", "C", "C", "C", "C", "C", "C", "C", "H", "H", "H", "H", "H", "H", "H", "H", "H", "H", "H", "H", "H", "H", "H", "H", "H"], "positions_angstrom": [[1.120, -1.812, 0.169], [2.448, 0.086, 0.971], [-2.993, 0.527, -1.735], [1.988, -0.701, -0.213], [-1.141, -0.730, -0.054], [2.125, 2.665, 1.272], [-1.116, 0.667, -0.222], [0.962, 3.293, 1.985], [2.303, 1.383, 1.133], [-2.076, -1.486, -0.758], [-0.134, -1.395, 0.839], [-3.001, -0.857, -1.597], [0.936, -2.742, -0.920], [-2.048, 1.290, -1.045], [-0.598, -2.295, 1.281], [-0.386, 1.253, 0.324], [1.558, -0.032, -0.996], [0.164, -0.729, 1.652], [-2.036, 2.372, -1.112], [1.341, 3.921, 2.825], [-3.739, -1.422, -2.146], [2.869, -1.183, -0.682], [-3.712, 1.023, -2.377], [0.419, -3.616, -0.537], [0.364, -2.368, -1.787], [3.002, -0.472, 1.750], [0.430, 3.956, 1.289], [1.916, -3.095, -1.240], [0.265, 2.562, 2.399], [2.861, 3.352, 0.835], [-2.083, -2.546, -0.594]], "nbo_charge": [-0.4299, -0.2803, -0.2224, -0.2499, 0.0479, -0.2762, -0.2426, -0.6290, 0.0800, -0.2493, -0.2655, -0.1965, -0.4153, -0.2075, 0.1998, 0.2148, 0.1817, 0.2150, 0.2115, 0.2191, 0.2112, 0.2071, 0.2129, 0.1963, 0.1745, 0.2267, 0.2165, 0.2003, 0.2190, 0.2212, 0.2092]}

---

Record 2
{"formula": "C13H17N", "method": "the ωB97M-V functional and the def2-TZVPD basis", "de_lowest_ev": 1.375, "charge": 0, "spin_multiplicity": 1, "homo_energy_ev": -7.773, "smiles": "C=CN(C)c1ccccc1C(=C)CC", "total_energy_ha": -560.2744, "species": ["N", "C", "C", "C", "C", "C", "C", "C", "C", "C", "C", "C", "C", "C", "H", "H", "H", "H", "H", "H", "H", "H", "H", "H", "H", "H", "H", "H", "H", "H", "H"], "positions_angstrom": [[1.181, -0.979, -0.278], [1.367, 1.097, 2.770], [-2.490, -1.007, 0.150], [0.032, 1.422, 2.946], [-1.512, -0.152, -0.111], [0.806, -0.139, 0.789], [-0.533, 0.233, 0.930], [2.328, -1.128, -2.391], [1.754, 0.316, 1.697], [-0.911, 0.998, 2.025], [0.665, -2.324, -0.329], [1.924, -0.471, -1.306], [-1.552, 2.053, -1.288], [-1.380, 0.541, -1.440], [-2.139, 0.153, -2.122], [-1.507, 2.536, -2.261], [2.110, -2.167, -2.562], [-3.217, -1.283, -0.595], [0.198, -2.526, -1.297], [-0.272, 2.015, 3.795], [-0.767, 2.467, -0.659], [-0.078, -2.456, 0.452], [2.790, 0.043, 1.557], [-0.398, 0.337, -1.873], [-1.948, 1.278, 2.137], [2.181, 0.572, -1.169], [1.473, -3.047, -0.174], [-2.590, -1.480, 1.113], [-2.513, 2.281, -0.833], [2.104, 1.443, 3.481], [2.896, -0.626, -3.152]], "nbo_charge": [-0.4554, -0.2094, -0.3974, -0.2131, 0.0229, 0.1665, -0.0868, -0.5531, -0.2108, -0.1862, -0.4033, 0.0228, -0.5997, -0.4372, 0.2070, 0.2119, 0.1961, 0.1968, 0.2003, 0.2146, 0.2080, 0.2194, 0.2211, 0.2241, 0.2184, 0.2026, 0.1947, 0.1972, 0.2037, 0.2150, 0.2091]}

---

Record 3
{"formula": "C13H17N3O5", "method": "the ωB97M-V functional and the def2-TZVPD basis", "de_lowest_ev": 4.487, "charge": 0, "spin_multiplicity": 1, "homo_energy_ev": -9.177, "smiles": "NC(=O)C[C@H](N)C(=O)N[C@@H](Cc1ccc(O)cc1)C(=O)O", "total_energy_ha": -1045.9808, "species": ["O", "O", "O", "O", "O", "N", "N", "N", "C", "C", "C", "C", "C", "C", "C", "C", "C", "C", "C", "C", "C", "H", "H", "H", "H", "H", "H", "H", "H", "H", "H", "H", "H", "H", "H", "H", "H", "H"], "positions_angstrom": [[3.401, 1.031, 4.953], [-1.219, -2.619, -2.306], [-0.022, -0.681, -5.200], [-0.713, 1.940, -0.075], [0.773, 0.429, -0.579], [-2.948, 0.278, -2.149], [1.370, -0.166, -3.598], [-1.353, -1.372, -0.417], [1.402, -0.324, 2.248], [2.297, 0.731, 4.110], [1.105, 1.208, 4.486], [-0.771, 0.668, -3.251], [2.468, -0.102, 3.017], [-0.271, 0.764, -0.092], [-1.261, -0.256, 0.495], [0.152, -0.171, -4.080], [0.136, 0.037, 2.673], [-1.040, -0.632, 1.991], [-1.794, -0.328, -2.666], [-0.082, 0.888, 3.753], [-1.327, -1.483, -1.822], [3.394, -0.751, 2.895], [-1.382, 1.288, -3.956], [-1.086, -1.715, 2.096], [1.342, 0.058, -2.539], [4.066, 0.241, 4.822], [-2.206, 0.271, 0.412], [-1.794, -0.367, 2.660], [1.619, -0.948, 1.307], [-2.142, -0.780, -3.622], [-0.334, 2.888, -0.202], [1.030, 1.968, 5.319], [-1.030, 1.247, 4.100], [-0.701, -2.154, -0.185], [-0.173, 1.184, -2.517], [1.933, -0.848, -4.020], [-3.329, -0.459, -1.548], [-2.527, 0.897, -1.395]], "nbo_charge": [-0.6808, -0.5698, -0.6336, -0.7117, -0.6359, -0.7593, -0.8057, -0.6486, -0.1828, 0.2710, -0.2591, -0.5043, -0.2596, 0.8154, -0.1433, 0.6594, -0.0688, -0.4064, -0.1748, -0.1851, 0.6596, 0.2194, 0.2599, 0.2302, 0.4113, 0.4755, 0.2127, 0.2257, 0.2342, 0.2433, 0.5557, 0.2321, 0.2221, 0.4082, 0.2094, 0.4038, 0.3551, 0.3257]}

---

Record 4
{"formula": "C13H17N4O4S", "method": "the ωB97M-V functional and the def2-TZVPD basis", "de_lowest_ev": 9.032, "charge": -1, "spin_multiplicity": 1, "homo_energy_ev": -4.313, "total_energy_ha": -1423.4143, "species": ["S", "O", "O", "O", "O", "N", "N", "N", "N", "C", "C", "C", "C", "C", "C", "C", "C", "C", "C", "C", "C", "C", "H", "H", "H", "H", "H", "H", "H", "H", "H", "H", "H", "H", "H", "H", "H", "H", "H"], "positions_angstrom": [[-1.566, 2.508, 3.033], [-1.858, -3.075, -2.400], [2.313, 6.935, 2.008], [-0.442, -1.634, 1.479], [0.833, 6.068, 0.266], [-0.452, 1.154, 3.159], [-0.725, 3.927, 2.458], [0.325, -2.800, -3.116], [-2.536, -1.292, 0.552], [1.697, -2.495, -2.767], [0.846, 1.811, 2.742], [-2.517, 0.132, 0.814], [-0.681, -2.825, -2.174], [3.515, 3.567, 1.793], [0.003, -3.088, -4.498], [3.619, 1.960, 2.204], [-3.695, -1.869, -0.096], [2.305, 1.057, 2.657], [1.750, 5.864, 1.428], [-1.451, -2.056, 0.928], [2.023, 4.291, 1.851], [0.712, 3.404, 2.339], [0.897, -3.031, -5.124], [-3.439, 0.602, 0.462], [1.797, -2.299, -1.696], [-0.739, -2.364, -4.849], [-3.824, -1.396, -1.075], [-3.575, -2.947, -0.231], [4.476, 4.175, 1.470], [-1.570, -3.124, 0.683], [2.328, -3.347, -3.037], [-0.428, -4.092, -4.562], [2.369, -0.104, 2.923], [-1.658, 0.577, 0.301], [2.015, -1.610, -3.326], [-4.576, -1.680, 0.522], [-2.407, 0.295, 1.890], [4.643, 1.391, 2.148], [-0.327, -2.592, -1.157]], "nbo_charge": [0.7345, -0.6405, -0.6979, -0.6200, -0.7853, -0.5774, -0.5022, -0.4349, -0.4369, -0.4003, 0.1041, -0.4207, 0.5274, -0.2606, -0.4167, -0.2155, -0.3940, -0.2767, 0.6861, 0.5147, -0.0178, 0.0992, 0.2026, 0.2018, 0.2265, 0.2140, 0.2019, 0.2182, 0.2502, 0.1079, 0.1877, 0.2087, 0.2466, 0.2211, 0.1981, 0.1815, 0.2203, 0.2173, 0.1270]}

---

| no. | LUMO level (eV) |
| --- | --- |
| 1 | 0.94 |
| 2 | 0.91 |
| 3 | -0.05 |
| 4 | 1.52 |